Entry from the Open Molecules 2025 dataset: the molecule C5H9NO (ωB97M-V/def2-TZVPD).

Computed properties:
SMILES string: C=NCCCC=O
Orbital gap (hartree): 0.3944
2S+1: 1
Lowest unoccupied orbital energy (eV): 1.033

Atoms and positions in Å:
O 1.493 -1.578 1.154
C 1.480 -0.511 0.574
C 1.393 -0.455 -0.940
C 0.202 0.439 -1.263
C -1.100 -0.015 -0.502
C -1.506 0.594 1.730
N -1.357 0.988 0.533
H 1.541 0.439 1.150
H 2.420 -0.013 -1.252
H 1.353 -1.470 -1.305
H 0.291 1.476 -0.925
H -0.138 0.578 -2.301
H -0.824 -1.004 -0.109
H -2.005 -0.057 -1.135
H -1.644 1.077 2.721
H -1.597 -0.489 1.869

Atom charges from the Mulliken analysis, given in e for atoms 1 to 2:
1 O -0.49
2 C 0.00

***

Entry from the Open Molecules 2025 dataset: a cluster of 2 separate species, C5H9NO in total (ωB97M-V/def2-TZVPD).

Computed properties:
SMILES string: CC1(C#N)CC1.O
Orbital gap (hartree): 0.3951
2S+1: 1
Lowest unoccupied orbital energy (eV): 0.469

Atoms and positions in Å:
C 1.020 -1.016 0.180
C 0.077 -0.111 0.951
C -1.414 -0.243 0.745
C -0.700 0.961 0.217
O 0.219 0.231 -2.885
C 0.519 0.225 2.291
N 0.888 0.499 3.354
H 0.628 -1.177 -0.829
H 1.128 -1.985 0.679
H 2.013 -0.560 0.098
H 1.121 0.569 -2.832
H -1.730 -1.007 0.040
H -2.057 -0.125 1.612
H -0.851 1.911 0.722
H -0.517 1.014 -0.853
H -0.258 0.884 -3.414

Atom charges from the Mulliken analysis, given in e for atoms 1 to 2:
1 C -1.48
2 C 1.23

***

Entry from the Open Molecules 2025 dataset: the molecule C5H9NO (ωB97M-V/def2-TZVPD).

Computed properties:
SMILES string: N/C=C/CCC=O
Orbital gap (hartree): 0.3401
2S+1: 1
Lowest unoccupied orbital energy (eV): 0.935

Atoms and positions in Å:
O 2.028 -1.425 -2.545
C 1.524 -0.916 -1.578
C 1.128 0.537 -1.575
C -0.132 0.767 -0.735
C -0.153 0.195 0.681
C -1.182 -0.444 1.256
N -1.395 -0.568 2.646
H 1.453 -1.456 -0.620
H 1.954 1.110 -1.145
H 0.795 0.768 -2.584
H -0.334 1.832 -0.585
H -1.025 0.298 -1.162
H 0.784 0.266 1.235
H -2.105 -0.507 0.684
H -0.968 0.183 3.161
H -2.374 -0.638 2.866

Atom charges from the Mulliken analysis, given in e for atoms 1 to 2:
1 O -0.48
2 C -0.02

***

Entry from the Open Molecules 2025 dataset: the molecule C5H9NO (ωB97M-V/def2-TZVPD).

Computed properties:
SMILES string: C[C@H]1CN(C)C1=O
Orbital gap (hartree): 0.3754
2S+1: 1
Lowest unoccupied orbital energy (eV): 0.890

Atoms and positions in Å:
C -0.513 2.158 -0.042
C -0.310 0.842 -0.774
C 0.985 0.062 -0.426
N 0.136 -0.984 0.131
C 0.431 -2.187 0.864
C -1.045 -0.356 -0.146
O -2.195 -0.655 0.075
H -0.314 2.035 1.029
H -1.544 2.509 -0.151
H 0.161 2.930 -0.428
H -0.493 0.939 -1.848
H 1.590 -0.272 -1.277
H 1.626 0.560 0.311
H 0.464 -2.007 1.946
H -0.344 -2.927 0.655
H 1.400 -2.587 0.543

Atom charges from the Mulliken analysis, given in e for atoms 1 to 2:
1 C -1.43
2 C 0.34

***

Entry from the Open Molecules 2025 dataset: the molecule C5H9NO (ωB97M-V/def2-TZVPD).

Computed properties:
Orbital gap (alpha / beta) (hartree): 0.2634 / 0.3672
2S+1: 3
Lowest unoccupied orbital energy (alpha / beta) (eV): 0.972 / -0.957
⟨S²⟩: 2.01

Atoms and positions in Å:
C 1.395 -0.549 0.428
C 0.281 0.506 0.459
C 0.941 -1.792 -0.306
C -0.595 0.341 -0.842
C -2.012 0.826 -0.575
N -0.452 -0.853 -1.592
O -0.060 0.373 -2.097
H 2.349 -0.218 0.047
H 1.644 -0.914 1.587
H -0.399 0.447 1.366
H 0.800 1.493 0.594
H 1.680 -2.291 -0.995
H 0.339 -2.418 0.349
H -2.410 0.524 0.462
H -2.590 0.378 -1.364
H -2.079 1.902 -0.523

Atom charges from the Mulliken analysis, given in e for atoms 1 to 2:
1 C -0.39
2 C -0.75

***

Entry from the Open Molecules 2025 dataset: a structure of composition C5H9NO (ωB97M-V/def2-TZVPD).

Computed properties:
Orbital gap (alpha / beta) (hartree): 0.2825 / 0.2124
2S+1: 3
Lowest unoccupied orbital energy (alpha / beta) (eV): 1.023 / -2.372
⟨S²⟩: 2.01

Atoms and positions in Å:
C -0.225 -1.227 0.865
C -1.588 -1.359 -0.641
C -0.664 -0.311 0.004
C -0.662 1.157 -0.077
C 2.487 1.649 0.083
N -1.144 -2.293 0.490
O 2.443 0.844 -0.793
H 0.610 -1.180 1.541
H -2.628 -1.076 -0.766
H -1.190 -1.502 -1.642
H -1.649 1.534 -0.016
H -0.126 1.441 -0.941
H 0.065 1.364 0.734
H 1.758 1.651 0.795
H 3.281 2.475 0.063
H -0.768 -3.166 0.301

Atom charges from the Mulliken analysis, given in e for atoms 1 to 2:
1 C -0.52
2 C -0.44

***

For reference, molecular weight by record: 99.133 99.133 99.133 99.133 99.133 99.133 g/mol.
For reference, energy by record: -325.841520 -325.875745 -325.858396 -325.903373 -325.650890 -325.647675 hartree.